Entry 1:
18
Properties=species:S:1:pos:R:3:forces:R:3:mulliken_charge:R:1 method="wB97M-V/def2-TZVPD" homo_ev="-4.3721 / -4.3243" e_lumo_ev="-0.42 / -0.93" multiplicity=2 charge=0 s2=0.75 homo_lumo_gap_ev="3.95 / 3.39"
H 1.43391 -1.02040 0.90702 2.990 1.996 2.093 0.320
O 2.31087 -0.60020 1.41548 -2.590 -2.106 -1.897 -0.548
C 1.99966 -0.06741 2.68507 -1.006 0.306 -0.335 -0.535
H 2.70963 -0.39014 3.46407 -0.151 0.064 -0.414 0.235
H 1.99449 1.02573 2.58141 0.247 -0.002 0.377 0.202
H 0.97255 -0.32556 2.99337 0.362 -0.121 0.099 0.243
C -2.61089 -0.87027 -1.11638 0.525 0.495 0.041 -0.765
O -1.59335 0.10452 -1.29608 -3.204 1.387 -0.549 -0.115
C -0.29825 -0.27936 -1.00222 0.203 -0.395 0.117 -0.466
C 0.68678 0.82336 -1.16984 1.765 1.497 1.235 -0.993
Ba -2.35594 2.77043 -1.83962 0.809 -1.278 0.232 0.562
H -3.56520 -0.36127 -1.30059 0.021 -0.250 -0.015 0.149
H -2.46352 -1.68724 -1.83533 -0.083 0.012 0.149 0.281
H -2.58936 -1.25216 -0.08589 0.052 -0.072 -0.115 0.350
H 1.45270 0.37301 -1.82294 1.069 -0.660 1.740 0.194
H -0.11388 -1.35602 -0.98990 0.342 0.477 -1.165 0.345
H 1.25523 1.87579 -1.44853 -2.974 -0.539 -1.789 0.234
H 0.77460 1.23722 -0.13911 1.624 -0.813 0.196 0.307

***

Entry 2:
18
Properties=species:S:1:pos:R:3:forces:R:3:mulliken_charge:R:1 method="wB97M-V/def2-TZVPD" homo_ev=-9.5374 e_lumo_ev=0.72 smiles=BrCCBr.CCN charge=0 homo_lumo_gap_ev=10.26
Br -0.52138 -0.05432 2.43109 -0.155 -0.101 -0.030 -0.163
C 1.30707 0.56738 2.56171 0.929 -0.271 -0.494 -0.588
C 1.41422 1.55849 3.68967 -0.778 0.166 0.628 -0.605
Br 3.24270 2.18021 3.82030 0.153 0.031 0.068 -0.161
H 1.94924 -0.32064 2.71817 -0.463 0.500 0.084 0.420
H 1.57769 1.01036 1.58396 -0.321 -0.170 0.529 0.377
H 0.77205 2.44651 3.53321 0.436 -0.505 -0.019 0.303
H 1.14360 1.11550 4.66742 0.248 0.215 -0.589 0.415
C 1.21265 4.09985 1.00230 0.092 0.076 0.159 -0.915
C 0.18065 3.11068 0.48355 -0.216 0.000 0.180 -0.203
N 0.85356 2.03278 -0.25220 -0.244 -0.014 -0.696 -0.564
H 1.94175 3.58069 1.64690 -0.192 0.284 -0.291 0.110
H 0.72756 4.89671 1.59078 0.215 -0.246 -0.245 0.298
H 1.75455 4.56396 0.16114 -0.130 -0.101 0.333 0.367
H -0.34765 2.64604 1.33822 0.125 0.235 -0.428 0.159
H -0.57112 3.65108 -0.12328 0.161 -0.225 0.206 0.337
H 0.16521 1.36073 -0.60885 0.329 0.321 0.203 0.194
H 1.32514 2.42150 -1.07633 -0.190 -0.195 0.402 0.218

***

Entry 3:
20
Properties=species:S:1:pos:R:3:forces:R:3:mulliken_charge:R:1 method="wB97M-V/def2-TZVPD" homo_ev=-9.9048 e_lumo_ev=0.51 charge=0 homo_lumo_gap_ev=10.41
N 0.35140 -0.51031 4.25575 -0.052 -0.130 0.042 -0.649
C 0.80831 0.32277 3.42387 -0.065 -0.018 -0.193 0.028
C 0.46291 0.43261 1.96729 0.144 0.345 0.162 -0.669
Si 1.77833 -0.41459 0.91641 0.448 0.191 0.384 0.540
O 2.12124 0.49811 -0.43821 0.589 0.170 0.704 -0.476
H -0.32606 -1.11741 3.78812 -0.056 -0.030 0.121 0.239
H 1.56063 1.03144 3.77780 0.007 -0.036 0.060 0.372
H 0.51946 1.49477 1.69887 -0.092 -0.067 -0.123 0.268
H -0.55190 0.09325 1.75451 0.064 -0.117 -0.005 0.343
H 1.42695 -1.78875 0.54800 0.046 -0.035 -0.015 -0.154
H 3.02106 -0.43709 1.72774 -0.045 -0.022 0.072 -0.179
H 2.55970 1.30942 -0.14541 0.014 -0.086 -0.408 0.296
Br -1.69110 2.06272 -3.41629 0.050 -0.020 -0.008 -0.133
C -1.82293 0.13433 -3.62749 -0.115 0.145 -0.003 -0.599
C -1.82456 -0.57625 -2.30040 0.155 -0.288 0.070 -0.586
Br -0.04015 -0.61470 -1.51727 -1.054 0.010 -0.821 -0.064
H -0.99233 -0.16831 -4.25671 0.006 -0.029 0.011 0.364
H -2.76035 -0.03718 -4.15135 -0.008 -0.021 0.017 0.350
H -2.12445 -1.61395 -2.43079 -0.013 0.007 -0.036 0.336
H -2.47615 -0.10086 -1.57444 -0.023 0.031 -0.031 0.373

***

Entry 4:
19
Properties=species:S:1:pos:R:3:forces:R:3:mulliken_charge:R:1 method="wB97M-V/def2-TZVPD" homo_ev="-11.6285 / -11.6215" e_lumo_ev="-8.00 / -8.16" multiplicity=5 charge=+1 s2=6.01 homo_lumo_gap_ev="3.63 / 3.46"
Fe 4.90217 -3.03760 1.02119 -2.333 0.303 -1.003 0.901
Br 2.69110 -2.73686 0.06207 2.385 -0.295 1.015 0.084
C -2.50982 0.16932 0.27490 -0.142 0.588 -0.005 -1.412
C -1.28845 -0.49718 -0.30611 0.632 -0.737 -0.349 0.449
C -0.14614 0.43294 -0.71398 -0.478 0.499 -0.220 -0.599
O 0.30016 1.29353 0.32288 0.079 -0.849 -0.105 -0.290
C 1.52708 1.86889 -0.03052 0.160 1.009 0.282 -0.731
N -0.81643 -1.55029 0.62232 0.054 0.608 0.391 -0.641
H -2.18301 0.88394 1.03425 -0.252 -0.036 0.081 0.291
H -3.21818 -0.53610 0.70342 0.266 -0.203 0.120 0.387
H -3.07849 0.70948 -0.48386 0.236 0.169 -0.056 0.359
H -1.53526 -0.98776 -1.25373 -0.207 -0.149 0.110 0.308
H -0.43360 1.06809 -1.56336 -0.129 -0.112 -0.063 0.382
H 0.66274 -0.21690 -1.07160 0.241 0.048 0.084 0.272
H 2.35783 1.15712 -0.09346 -0.125 -0.250 -0.036 0.239
H 1.77160 2.61320 0.73002 0.006 -0.152 0.065 0.267
H 1.46757 2.42507 -0.97389 -0.063 -0.201 -0.120 0.317
H 0.01723 -2.01036 0.26952 -0.159 0.008 -0.261 0.065
H -0.48812 -1.04854 1.44995 -0.171 -0.249 0.068 0.351

***

Entry 5:
19
Properties=species:S:1:pos:R:3:forces:R:3:mulliken_charge:R:1 method="wB97M-V/def2-TZVPD" homo_ev=-21.4698 e_lumo_ev=-17.08 charge=+3 homo_lumo_gap_ev=4.39
Hf -2.43436 -8.13462 2.95863 -0.826 1.250 4.264 1.777
Br -4.13276 -7.39597 4.67105 1.657 -0.686 -2.748 0.143
C -1.13407 -8.14443 7.29108 1.946 -2.222 -3.070 -1.279
C -0.70762 -7.56139 5.89852 0.069 0.325 0.437 -0.026
C 0.91887 -7.52515 5.63890 -2.692 -2.409 0.923 -0.599
O 1.17874 -7.69492 4.31459 0.248 -0.193 -2.564 -0.297
C 1.07876 -6.61159 3.35783 3.211 -1.066 2.509 -0.444
N -1.30891 -8.58236 4.84187 0.613 0.543 -2.045 -0.205
H -2.15050 -8.44940 7.21165 -1.163 0.518 0.713 0.409
H -0.83125 -7.39633 7.94288 -0.061 1.075 1.972 0.417
H -0.58234 -9.13364 7.46460 -0.347 1.494 0.000 0.421
H -1.21028 -6.60618 5.67145 0.281 -0.261 0.303 0.337
H 1.26031 -8.43303 6.19593 0.117 0.602 -0.643 0.386
H 1.37342 -6.69734 6.07959 0.456 1.811 0.769 0.534
H 1.47410 -5.72446 3.87856 -0.428 0.240 -0.529 0.375
H 0.04484 -6.43368 3.14131 -2.189 0.271 -0.780 0.080
H 1.74404 -6.86027 2.50814 -0.855 0.039 0.238 0.232
H -1.85666 -9.28292 5.26558 -2.218 -0.598 1.673 0.345
H -0.54039 -9.21141 4.82737 2.180 -0.734 -1.421 0.396

***

Entry 6:
48
Properties=species:S:1:pos:R:3:forces:R:3:mulliken_charge:R:1 method="wB97M-V/def2-TZVPD" homo_ev=-5.1672 e_lumo_ev=2.19 charge=-2 homo_lumo_gap_ev=7.36
Hf 0.33605 -0.33760 0.63663 -1.697 -1.988 -0.609 3.168
Cl 2.27483 0.86515 4.02322 -2.327 -1.605 0.074 1.780
O 1.91257 0.49640 2.66758 -0.460 -0.900 -4.524 -0.994
O 3.35001 1.77952 3.99917 0.452 0.410 0.197 -0.612
O 1.04601 1.38705 4.51194 0.022 1.268 1.477 -0.650
O 2.57604 -0.37898 4.64310 0.973 0.000 1.077 -0.651
Cl -2.78649 0.79918 -1.58769 -0.630 2.569 3.129 1.853
O -3.87109 0.39258 -0.77166 -0.921 -1.032 -0.445 -0.661
O -1.58815 0.54460 -0.83463 4.041 -1.565 2.220 -0.388
O -2.66001 0.14331 -2.80480 -0.347 -1.135 -2.475 -0.644
O -2.81921 2.22536 -1.67154 -0.318 0.562 -1.262 -0.682
Cl 2.28188 2.40944 -1.72322 0.077 1.775 -1.727 1.783
O 1.25547 3.39594 -1.98627 0.648 -0.078 -0.392 -0.697
O 1.69441 1.56230 -0.72406 -0.852 -2.804 2.358 -0.764
O 2.57628 1.63859 -2.92202 -0.210 0.242 0.738 -0.666
O 3.47657 3.02728 -1.21561 -0.594 -0.527 -0.171 -0.658
Cl 3.99424 -1.72238 0.42015 0.670 1.531 -3.819 1.682
O 3.99489 -2.33819 -0.89693 1.391 0.127 0.492 -0.666
O 2.54756 -1.66182 0.63555 -4.162 1.767 1.701 -0.841
O 4.53792 -2.58970 1.39870 0.503 0.456 0.536 -0.612
O 4.56276 -0.35578 0.33464 -0.858 -2.746 0.980 -0.603
Cl -2.80747 0.05989 3.26607 1.987 -0.130 3.330 1.700
O -2.13680 -0.39244 4.47126 -1.523 -0.040 0.232 -0.687
O -4.03489 -0.63786 3.01876 0.412 0.393 -0.379 -0.647
O -2.98088 1.48512 3.36210 -0.615 -0.066 -0.797 -0.661
O -1.79141 -0.25641 2.28223 1.273 -0.246 -3.428 -0.808
C -1.42970 -3.78054 -1.53338 0.412 -0.013 0.586 -0.804
C -1.67097 -3.38592 -0.04297 -0.163 0.183 -1.825 -0.501
O -0.78075 -2.41893 0.41458 2.867 4.237 0.799 -0.769
H -0.59406 -4.47108 -1.64729 0.138 0.163 -0.048 0.271
H -1.23682 -2.87884 -2.11460 -0.073 -0.067 0.083 0.030
H -2.31394 -4.25502 -1.95892 -0.161 -0.061 0.139 0.416
H -1.61533 -4.28214 0.57492 -0.020 0.068 0.262 0.308
H -2.69662 -3.02302 -0.10966 -0.186 0.338 0.877 0.295
C 0.67873 -0.72562 -4.09098 -0.702 -0.043 -2.079 -0.901
N 0.83142 -1.57425 -2.90145 1.416 -2.105 -0.025 0.729
O 0.83054 -1.00016 -1.83102 -0.354 0.407 1.118 -0.173
O 1.06838 -2.79308 -3.04476 -0.725 3.038 0.149 -0.445
H 0.34739 -1.39331 -4.88629 0.105 -0.085 0.105 0.372
H 1.59635 -0.24645 -4.43226 0.375 -0.343 0.772 0.305
H -0.05155 0.08216 -4.04322 -0.059 -0.263 1.027 0.281
C -1.77027 3.69990 1.33898 0.357 1.212 0.188 -0.779
N -0.33412 3.22103 1.32727 1.363 -0.162 -2.277 0.670
O 0.58415 3.99009 1.10975 -1.677 -0.515 1.008 -0.422
O -0.13694 1.99489 1.32881 -0.560 -0.719 0.321 -0.113
H -1.81276 4.62879 0.77025 0.493 -0.305 -0.531 0.330
H -1.97618 4.09792 2.33260 -0.163 -0.973 0.294 0.286
H -2.45821 2.97300 0.90717 0.383 -0.230 0.541 0.242